[1]
{
  "formula": "C63H167F6MnN13O20",
  "method": "ωB97M-V/def2-TZVPD",
  "species": ["Mn", "C", "O", "O", "C", "F", "F", "F", "C", "C", "H", "H", "H", "H", "H", "H", "C", "O", "O", "C", "F", "F", "F", "C", "C", "H", "H", "H", "H", "H", "H", "C", "O", "H", "H", "H", "H", "C", "O", "H", "H", "H", "H", "C", "O", "H", "H", "H", "H", "C", "C", "C", "O", "C", "N", "H", "H", "H", "H", "H", "H", "H", "H", "H", "H", "H", "C", "C", "C", "O", "C", "N", "H", "H", "H", "H", "H", "H", "H", "H", "H", "H", "H", "C", "C", "C", "O", "C", "N", "H", "H", "H", "H", "H", "H", "H", "H", "H", "H", "H", "C", "C", "C", "O", "C", "N", "H", "H", "H", "H", "H", "H", "H", "H", "H", "H", "H", "C", "C", "C", "O", "C", "N", "H", "H", "H", "H", "H", "H", "H", "H", "H", "H", "H", "C", "C", "C", "O", "C", "N", "H", "H", "H", "H", "H", "H", "H", "H", "H", "H", "H", "C", "C", "C", "O", "C", "N", "H", "H", "H", "H", "H", "H", "H", "H", "H", "H", "H", "C", "C", "C", "O", "C", "N", "H", "H", "H", "H", "H", "H", "H", "H", "H", "H", "H", "C", "C", "C", "O", "C", "N", "H", "H", "H", "H", "H", "H", "H", "H", "H", "H", "H", "C", "C", "C", "O", "C", "N", "H", "H", "H", "H", "H", "H", "H", "H", "H", "H", "H", "C", "C", "C", "O", "C", "N", "H", "H", "H", "H", "H", "H", "H", "H", "H", "H", "H", "C", "C", "C", "O", "C", "N", "H", "H", "H", "H", "H", "H", "H", "H", "H", "H", "H", "C", "C", "C", "O", "C", "N", "H", "H", "H", "H", "H", "H", "H", "H", "H", "H", "H"],
  "coordinates": [[-2.217, -2.868, -1.680], [0.686, -1.341, -0.641], [-0.165, -0.182, -0.526], [-0.170, -2.381, -1.066], [1.934, -1.058, -1.562], [2.630, 0.021, -1.134], [2.832, -2.107, -1.526], [1.762, -0.756, -2.864], [0.161, 0.815, 0.425], [-0.521, 2.051, -0.129], [-1.574, 1.821, -0.293], [-0.491, 2.924, 0.524], [-0.035, 2.352, -1.057], [1.234, 0.987, 0.509], [-0.285, 0.508, 1.370], [1.046, -1.514, 0.373], [-3.643, -5.568, -0.193], [-4.810, -5.239, -1.026], [-2.654, -4.684, -0.668], [-4.045, -5.627, 1.326], [-4.489, -6.827, 1.673], [-3.028, -5.352, 2.179], [-5.064, -4.820, 1.608], [-5.896, -6.150, -0.865], [-6.878, -5.645, -1.888], [-6.515, -5.927, -2.876], [-7.896, -6.022, -1.790], [-6.915, -4.555, -1.889], [-6.485, -6.037, 0.045], [-5.608, -7.192, -1.006], [-3.360, -6.594, -0.430], [5.176, 2.064, -1.229], [5.164, 1.691, 0.120], [4.407, 1.539, -1.796], [4.839, 3.099, -1.162], [6.130, 1.920, -1.735], [4.356, 2.052, 0.491], [6.908, -0.680, -3.112], [7.673, -1.208, -4.193], [6.023, -0.188, -3.516], [6.653, -1.439, -2.373], [7.435, 0.127, -2.604], [7.078, -1.838, -4.605], [-4.135, 3.033, 1.367], [-5.136, 2.373, 2.139], [-3.243, 3.275, 1.944], [-3.775, 2.374, 0.576], [-4.522, 3.951, 0.925], [-5.126, 2.883, 2.953], [-8.283, 3.349, -0.555], [-8.039, 2.198, -1.512], [-6.534, 2.095, -1.976], [-6.065, 3.286, -2.624], [-6.721, 3.685, -3.849], [-8.626, 0.979, -0.989], [-7.929, 4.317, -0.910], [-7.791, 3.080, 0.380], [-9.340, 3.460, -0.312], [-8.543, 2.456, -2.443], [-6.468, 1.187, -2.575], [-5.981, 1.773, -1.093], [-6.735, 2.807, -4.496], [-6.325, 4.524, -4.421], [-7.779, 3.874, -3.670], [-8.293, 0.915, -0.037], [-9.577, 1.223, -0.752], [4.736, 2.737, -4.620], [3.398, 2.864, -5.389], [2.138, 2.768, -4.499], [0.972, 3.045, -5.193], [-0.156, 3.202, -4.307], [3.450, 4.135, -6.134], [4.830, 1.758, -4.149], [4.769, 3.462, -3.807], [5.556, 2.817, -5.334], [3.280, 2.020, -6.068], [2.362, 3.447, -3.676], [2.059, 1.806, -3.992], [-1.064, 3.429, -4.866], [-0.057, 4.072, -3.658], [-0.312, 2.350, -3.644], [3.660, 4.966, -5.600], [2.463, 4.296, -6.281], [4.641, -4.966, 2.313], [3.790, -3.856, 2.931], [2.431, -3.516, 2.157], [1.441, -4.494, 2.466], [0.258, -4.306, 1.716], [3.485, -4.274, 4.290], [5.164, -5.545, 3.074], [5.223, -4.645, 1.449], [3.933, -5.714, 1.956], [4.413, -2.963, 2.878], [2.508, -3.360, 1.081], [2.082, -2.533, 2.472], [-0.232, -3.410, 2.098], [-0.381, -5.174, 1.875], [0.397, -4.319, 0.635], [3.128, -3.408, 4.669], [2.754, -4.965, 4.388], [2.467, 4.093, 0.105], [2.215, 4.280, 1.604], [3.160, 3.382, 2.470], [2.827, 2.034, 2.214], [3.261, 1.178, 3.265], [2.267, 5.684, 1.996], [3.500, 4.369, -0.108], [1.779, 4.719, -0.463], [2.299, 3.060, -0.199], [1.215, 3.870, 1.746], [2.950, 3.622, 3.513], [4.233, 3.516, 2.335], [2.874, 1.321, 4.274], [4.345, 1.075, 3.215], [2.842, 0.187, 3.089], [1.394, 6.192, 1.990], [2.493, 5.691, 2.980], [-0.922, -3.380, -5.827], [-1.002, -2.934, -4.352], [-1.558, -1.455, -4.303], [-2.081, -1.083, -2.981], [-2.233, 0.320, -2.790], [-1.888, -3.831, -3.596], [-1.903, -3.637, -6.227], [-0.333, -4.296, -5.872], [-0.446, -2.585, -6.401], [-0.035, -2.921, -3.850], [-2.312, -1.296, -5.074], [-0.706, -0.808, -4.511], [-2.622, 0.632, -1.821], [-2.801, 0.902, -3.516], [-1.213, 0.704, -2.826], [-2.707, -3.990, -4.165], [-1.594, -4.790, -3.712], [8.607, -1.108, 3.819], [7.959, -2.028, 2.882], [6.944, -1.241, 1.926], [6.336, -2.218, 1.068], [5.388, -1.642, 0.170], [9.007, -2.677, 2.115], [7.809, -0.604, 4.365], [9.264, -0.443, 3.258], [9.173, -1.664, 4.565], [7.405, -2.758, 3.471], [7.378, -0.468, 1.292], [6.194, -0.832, 2.603], [5.867, -0.816, -0.356], [4.578, -1.230, 0.772], [5.064, -2.327, -0.613], [9.537, -1.952, 1.653], [8.417, -3.127, 1.429], [-1.462, 8.978, 5.207], [-1.183, 7.550, 4.624], [-0.562, 7.576, 3.195], [-0.592, 6.298, 2.624], [-1.952, 5.885, 2.328], [-0.300, 6.727, 5.424], [-2.008, 8.894, 6.147], [-1.977, 9.554, 4.438], [-0.525, 9.516, 5.343], [-2.163, 7.074, 4.591], [0.475, 7.901, 3.272], [-1.069, 8.333, 2.597], [-2.624, 6.738, 2.238], [-2.349, 5.232, 3.106], [-1.982, 5.420, 1.343], [-0.531, 5.767, 5.213], [-0.724, 6.804, 6.338], [-2.749, 4.088, -2.034], [-3.460, 5.399, -1.543], [-2.617, 6.666, -1.639], [-1.510, 6.471, -0.749], [-0.498, 7.443, -0.795], [-4.670, 5.647, -2.333], [-3.240, 3.225, -1.584], [-1.721, 4.012, -1.680], [-2.761, 3.939, -3.114], [-3.734, 5.388, -0.488], [-3.189, 7.559, -1.388], [-2.312, 6.797, -2.677], [-0.288, 7.678, -1.839], [0.384, 7.072, -0.274], [-0.762, 8.408, -0.363], [-5.128, 4.753, -2.443], [-4.478, 5.850, -3.303], [0.313, -1.056, 4.326], [0.853, -1.877, 5.513], [2.186, -1.395, 6.159], [3.134, -1.261, 5.130], [4.436, -1.077, 5.658], [-0.144, -2.001, 6.542], [0.068, -0.038, 4.626], [-0.596, -1.495, 3.914], [1.035, -1.028, 3.509], [1.019, -2.901, 5.177], [2.419, -2.220, 6.832], [2.045, -0.518, 6.791], [4.513, -0.187, 6.282], [5.152, -1.126, 4.837], [4.649, -1.977, 6.234], [-0.852, -2.492, 6.014], [0.189, -2.713, 7.177], [-5.551, 2.202, 5.885], [-4.414, 3.210, 5.522], [-3.098, 2.486, 5.134], [-2.143, 3.514, 4.939], [-0.891, 3.014, 4.408], [-4.862, 4.049, 4.429], [-6.565, 2.600, 5.945], [-5.326, 1.554, 6.733], [-5.692, 1.378, 5.186], [-4.194, 3.794, 6.416], [-3.233, 1.947, 4.196], [-2.780, 1.873, 5.977], [-0.486, 2.280, 5.104], [-0.079, 3.739, 4.342], [-1.009, 2.609, 3.403], [-4.112, 4.708, 4.278], [-5.657, 4.539, 4.815], [4.786, -4.623, -3.544], [4.610, -3.783, -4.835], [3.565, -2.659, -4.641], [3.438, -1.926, -5.808], [2.363, -1.050, -5.875], [5.865, -3.285, -5.367], [5.148, -3.988, -2.736], [5.413, -5.507, -3.662], [3.820, -4.974, -3.179], [4.236, -4.490, -5.575], [4.030, -2.007, -3.902], [2.660, -3.067, -4.191], [2.582, -0.222, -5.201], [1.387, -1.500, -5.693], [2.285, -0.688, -6.900], [6.329, -4.099, -5.744], [5.615, -2.783, -6.208], [-0.304, -8.125, -0.639], [0.591, -6.958, -0.816], [2.024, -7.237, -1.354], [2.816, -8.125, -0.558], [4.124, -8.285, -1.157], [-0.102, -5.996, -1.659], [-1.306, -7.818, -0.339], [0.095, -8.775, 0.140], [-0.385, -8.763, -1.519], [0.684, -6.487, 0.162], [2.475, -6.245, -1.393], [2.013, -7.568, -2.392], [4.513, -7.320, -1.480], [4.176, -8.992, -1.986], [4.841, -8.677, -0.436], [0.440, -5.144, -1.625], [-1.026, -5.824, -1.289], [-6.336, -1.714, -2.167], [-4.860, -1.702, -1.818], [-4.636, -1.653, -0.326], [-3.201, -1.664, -0.146], [-2.777, -1.940, 1.176], [-4.284, -2.915, -2.416], [-6.526, -1.687, -3.240], [-6.721, -0.739, -1.866], [-6.920, -2.474, -1.648], [-4.400, -0.793, -2.206], [-5.114, -2.487, 0.189], [-5.043, -0.751, 0.131], [-3.344, -2.763, 1.612], [-2.935, -1.131, 1.889], [-1.711, -2.167, 1.189], [-4.621, -3.761, -1.979], [-4.663, -3.131, -3.327]],
  "mulliken_charge": [1.21, 0.39, -0.28, -0.29, 0.29, -0.19, -0.11, 0.10, 0.64, -0.01, -0.54, 0.09, 0.08, 0.05, -0.22, -0.90, -0.40, -0.84, 0.41, 0.47, -0.31, -0.15, -0.27, -0.44, -0.79, 0.28, 0.45, -0.04, 0.28, 0.24, 0.30, -0.57, -0.60, -0.06, 0.41, 0.47, 0.05, -0.09, -0.63, -0.20, 0.23, 0.35, 0.42, 1.09, -0.76, -0.39, -0.64, 0.31, 0.36, -1.28, 0.30, -0.26, -0.55, -1.15, -0.65, 0.27, 0.28, 0.43, 0.23, 0.21, 0.02, 0.40, 0.41, 0.31, 0.25, 0.34, -0.85, 0.54, 0.31, -0.52, -0.42, -0.79, -0.25, 0.32, 0.43, 0.16, 0.15, -0.35, 0.41, 0.41, 0.07, 0.32, 0.30, -1.72, 1.63, 0.75, -0.66, -0.12, -0.70, 0.40, 0.18, 0.40, -0.49, 0.39, -0.58, 0.02, 0.47, 0.02, -0.39, 0.41, -1.18, 2.08, -1.58, 0.85, -0.86, -0.73, 0.29, 0.15, -0.01, -0.94, 0.63, 0.26, 0.38, 0.37, -0.21, 0.08, 0.46, -1.71, 0.95, -1.17, 0.64, -0.19, -0.44, 0.42, 0.45, 0.42, -0.50, 0.38, 0.38, -0.35, 0.78, -0.76, 0.33, 0.33, -1.54, 0.45, -0.01, -0.47, 0.17, -0.81, 0.32, 0.38, 0.39, 0.17, 0.56, -0.37, -0.02, 0.07, -0.03, 0.31, 0.33, -1.57, 0.97, -1.08, 0.45, 0.19, -0.74, 0.42, 0.36, 0.36, -0.18, 0.49, 0.40, 0.46, -0.44, -0.49, 0.24, 0.33, 0.10, 1.37, -1.69, 0.25, -0.82, -0.70, -0.41, 0.10, 0.36, -0.65, 0.49, 0.46, 0.40, 0.07, 0.27, 0.50, 0.42, -0.11, 0.61, -1.44, 0.76, -0.93, -0.79, -0.08, 0.38, -0.62, 0.38, 0.38, 0.38, 0.34, -0.06, 0.41, 0.35, 0.35, -1.55, 0.29, -0.45, -0.33, -0.88, -0.55, 0.38, 0.42, 0.34, 0.40, 0.04, 0.53, 0.61, 0.12, 0.20, -0.01, 0.27, -1.11, 0.00, 0.95, -0.50, 0.36, -0.54, 0.03, 0.46, 0.14, 0.40, -0.52, -0.11, -0.17, -0.50, 0.38, 0.24, 0.28, -1.73, 1.92, -0.62, -0.42, -0.62, -0.26, 0.39, 0.43, 0.35, -0.50, -0.10, 0.42, 0.14, 0.32, 0.31, -0.22, -0.06, -1.07, 1.36, -1.65, 1.08, -1.14, 0.39, 0.53, -0.27, 0.22, -0.59, 0.22, 0.63, 0.36, 0.34, -0.19, -0.21, 0.59],
  "e_tot_ha": -6467.048530,
  "s_squared": 8.75,
  "orbital_gap_ha": [0.294, 0.312],
  "spin_multiplicity": 6,
  "e_lumo_ev": [-0.04, -0.05]
}

=====

[2]
{
  "formula": "C10H11NO2",
  "method": "ωB97M-V/def2-TZVPD",
  "species": ["C", "C", "C", "C", "C", "C", "C", "C", "C", "C", "N", "O", "O", "H", "H", "H", "H", "H", "H", "H", "H", "H", "H", "H"],
  "coordinates": [[0.166, 0.687, -2.418], [0.688, -0.531, -1.978], [-0.442, 1.620, -1.614], [0.180, 0.128, 0.184], [0.616, -0.903, -0.628], [-0.411, 1.310, -0.234], [-0.838, -0.869, 2.329], [0.172, -0.137, 1.750], [1.362, -2.074, -0.113], [-0.951, 2.243, 0.765], [1.337, 0.305, 2.409], [2.164, 0.970, 1.781], [1.454, -0.049, 3.551], [0.113, 0.920, -3.451], [0.981, -1.201, -2.751], [-0.650, 2.561, -1.899], [-0.691, -1.107, 3.346], [-1.651, -1.128, 1.611], [1.063, -2.851, -0.856], [2.475, -2.035, -0.076], [1.055, -2.408, 0.926], [-1.120, 3.078, 0.114], [-1.900, 2.096, 1.356], [-0.116, 2.534, 1.407]],
  "mulliken_charge": [-0.66, -0.80, -1.04, 0.49, 0.88, 1.10, -1.00, -0.21, -1.37, -1.20, 1.13, -0.58, -0.65, 0.40, 0.38, 0.45, 0.43, 0.30, 0.39, 0.26, 0.34, 0.40, 0.24, 0.33],
  "smiles": "C=C(c1c(C)cccc1C)[N+](=O)[O-]",
  "e_tot_ha": -592.726694,
  "relative_energy_ev": 5.376,
  "orbital_gap_ha": 0.306,
  "e_lumo_ev": -0.77
}

=====

[3]
{
  "formula": "H4O2",
  "method": "ωB97M-V/def2-TZVPD",
  "species": ["H", "H", "H", "H", "O", "O"],
  "coordinates": [[-0.747, 1.188, -0.949], [-0.413, 1.833, 0.356], [0.640, -0.696, 0.493], [-0.777, -1.171, 0.150], [0.049, 1.370, -0.407], [0.113, -1.515, 0.401]],
  "mulliken_charge": [0.32, 0.34, 0.35, 0.30, -0.67, -0.64],
  "smiles": "O.O",
  "e_tot_ha": -152.866495,
  "relative_energy_ev": 0.230,
  "orbital_gap_ha": 0.428,
  "e_lumo_ev": 0.49
}